Arrangement A

DFT (ωB97M-V with the def2-TZVPD basis set) results for a cluster of 2 separate species, C2H6NO2 in total.

The geometry in XYZ format:
```
11
Properties=species:S:1:pos:R:3:nbo_charge:R:1
C 1.8661 -0.2191 0.5493 0.140
N 1.2317 0.7418 1.0858 -0.593
H 2.9418 -0.4163 0.8993 0.222
H 1.5150 -1.0289 -0.0776 0.241
H 0.2353 0.9012 0.6222 0.481
H 1.6656 1.3848 1.7153 0.440
O -0.3652 0.4175 -0.7773 -0.664
C -1.4749 -0.2431 -0.9438 0.695
O -2.7754 0.1176 -0.5575 -0.632
H -1.4110 -1.1393 -1.5534 0.148
H -3.4288 -0.5161 -0.9624 0.522
```

Output
LUMO level (eV): -4.84
Net charge: +1


Arrangement B

DFT (ωB97M-V with the def2-TZVPD basis set) results for a cluster of 3 separate species, C2H6NO2 in total.

The geometry in XYZ format:
```
11
Properties=species:S:1:pos:R:3:nbo_charge:R:1
O -1.9386 0.6569 0.0490 -0.747
C 0.1608 -0.4900 -0.1151 0.637
O -0.0245 -1.3867 0.6160 -0.293
C 0.1067 0.1821 -1.2974 -0.206
N 1.8416 0.6719 0.4622 -0.887
H 0.5563 -0.2714 1.1380 0.530
H 0.9828 0.1898 -1.9604 0.310
H -0.8115 0.7629 -1.5087 0.355
H 2.8527 0.7220 0.6875 0.439
H -2.8501 0.5598 0.3706 0.475
H 1.3660 1.5397 0.6889 0.388
```

Output
LUMO level (eV): -9.45
Net charge: +1


Arrangement C

DFT (ωB97M-V with the def2-TZVPD basis set) results for a cluster of 2 separate species, C2H6NO2 in total.

The geometry in XYZ format:
```
11
Properties=species:S:1:pos:R:3:nbo_charge:R:1
C 0.8285 -0.8624 1.6537 0.162
N 0.2495 -1.6643 0.8649 -0.545
H 1.8274 -1.0369 2.0320 0.237
H 0.2239 -0.0722 2.0631 0.236
H -0.7411 -1.5745 0.6562 0.464
H 0.7362 -2.4112 0.3759 0.443
O -0.8065 0.1293 -0.8669 -0.649
C -0.6941 1.1167 -1.5472 0.667
O -0.4720 2.2945 -0.9728 -0.653
H -0.7123 1.0706 -2.6390 0.133
H -0.4394 3.0106 -1.6199 0.507
```

Output
LUMO level (eV): -5.27
Net charge: +1


In hartree, relative to the most stable structure: arrangement A 0.0327; arrangement B 0.4263; arrangement C 0.0000.